[1]
C3H7O3 | wB97M-V/def2-TZVPD

Last columns: bonded neighbours and bond lengths (Å).
Positions of all 13 atoms, in Å:
1 C -0.20 -2.15 -1.35  C2 1.496, H5 1.083, H6 1.100, H7 1.093
2 C 0.52 -1.26 -0.39  C1 1.496, O3 1.276, O4 1.246
3 O 0.78 -0.09 -0.81  C2 1.276
4 O 0.73 -1.67 0.77  C2 1.246
5 H 0.20 -2.18 -2.36  C1 1.083
6 H -1.23 -1.78 -1.34  C1 1.100
7 H -0.29 -3.16 -0.94  C1 1.093
8 C -0.22 2.21 1.38  O9 1.413, H11 1.082, H12 1.120, H13 1.103
9 O 0.76 2.18 0.36  C8 1.413, H10 1.007
10 H 0.71 1.25 -0.03  O9 1.007
11 H -0.01 2.95 2.14  C8 1.082
12 H -1.17 2.47 0.85  C8 1.120
13 H -0.58 1.22 1.72  C8 1.103

Values from the calculation:
Energy above the lowest of the compared OMol25 structures with the same formula, charge and spin, kJ/mol: 87.4
Gap between HOMO and LUMO, eV: 8.73
HOMO energy, eV: -4.44
Total charge: -1

[2]
C4H12NO3 | wB97M-V/def2-TZVPD

Last columns: bonded neighbours and bond lengths (Å).
Positions of all 20 atoms, in Å:
1 O 1.37 1.63 1.64  C2 1.335, H8 0.956
2 C 1.45 1.52 0.31  O1 1.335, C3 1.665, O7 1.144
3 C -0.11 1.51 -0.29  C2 1.665, N4 1.654, H9 0.971, H10 1.013
4 N -0.45 -0.08 0.02  C3 1.654, C5 1.640, H11 1.045, H12 1.027
5 C -1.04 -0.68 -1.38  N4 1.640, C6 1.545, H13 1.131, H14 1.132
6 C -0.02 -1.77 -1.78  C5 1.545, H15 1.117, H16 1.074, H17 1.061
7 O 2.42 1.12 -0.14  C2 1.144
8 H 2.16 1.27 2.05  O1 0.956
9 H 0.00 1.53 -1.25  C3 0.971
10 H -0.70 2.10 0.29  C3 1.013
11 H -0.98 -0.14 0.92  N4 1.045
12 H 0.50 -0.42 0.19  N4 1.027
13 H -2.10 -1.08 -1.27  C5 1.131
14 H -1.13 0.19 -2.09  C5 1.132
15 H -0.11 -2.05 -2.86  C6 1.117
16 H 1.02 -1.51 -1.68  C6 1.074
17 H -0.18 -2.70 -1.28  C6 1.061
18 H -1.30 -0.50 3.31  O20 0.933
19 H -0.01 0.30 2.72  O20 0.956
20 O -0.78 -0.24 2.58  H18 0.933, H19 0.956

Values from the calculation:
Energy above the lowest of the compared OMol25 structures with the same formula, charge and spin, kJ/mol: 245.1
Gap between HOMO and LUMO, eV: 12.11
HOMO energy, eV: -15.23
Total charge: +1

[3]
H2O2 | wB97M-V/def2-TZVPD

Last columns: bonded neighbours and bond lengths (Å).
Positions of all 4 atoms, in Å:
1 O -0.32 0.13 0.65  O2 1.458, H3 0.778
2 O 0.25 -0.17 -0.66  O1 1.458, H4 0.886
3 H -0.48 0.85 0.42  O1 0.778
4 H 0.99 -0.53 -0.33  O2 0.886

Values from the calculation:
Energy above the lowest of the compared OMol25 structures with the same formula, charge and spin, kJ/mol: 162.7
SMILES: OO
Gap between HOMO and LUMO, eV: 12.12
HOMO energy, eV: -10.91

[4]
C36H84N12O12 | wB97M-V/def2-TZVPD

Last columns: bonded neighbours and bond lengths (Å).
Positions of all 144 atoms, in Å:
1 C 23.86 -7.85 8.01  N2 1.442, H6 1.089, H7 1.090, H8 1.097
2 N 23.44 -8.37 9.29  C1 1.442, C3 1.469, C4 1.345
3 C 22.02 -8.73 9.35  N2 1.469, H9 1.082, H10 1.090, H11 1.099
4 C 24.30 -8.60 10.30  N2 1.345, O5 1.211, H12 1.104
5 O 24.11 -9.21 11.33  C4 1.211
6 H 24.94 -7.69 8.05  C1 1.089
7 H 23.25 -7.00 7.70  C1 1.090
8 H 23.72 -8.58 7.20  C1 1.097
9 H 21.64 -9.06 10.31  C3 1.082
10 H 21.39 -7.98 8.86  C3 1.090
11 H 21.99 -9.59 8.68  C3 1.099
12 H 25.29 -8.20 10.02  C4 1.104
13 C 15.90 -10.21 12.85  N14 1.449, H18 1.100, H19 1.087, H20 1.091
14 N 17.31 -9.94 12.60  C13 1.449, C15 1.449, C16 1.331
15 C 18.13 -9.94 13.79  N14 1.449, H21 1.083, H22 1.097, H23 1.090
16 C 17.73 -9.85 11.34  N14 1.331, O17 1.229, H24 1.099
17 O 18.89 -9.64 10.99  C16 1.229
18 H 15.79 -11.25 13.19  C13 1.100
19 H 15.27 -10.16 11.97  C13 1.087
20 H 15.52 -9.58 13.66  C13 1.091
21 H 19.15 -9.64 13.62  C15 1.083
22 H 17.72 -9.16 14.45  C15 1.097
23 H 18.01 -10.85 14.38  C15 1.090
24 H 16.93 -9.84 10.59  C16 1.099
25 C 19.55 -12.77 10.96  N26 1.448, H30 1.093, H31 1.092, H32 1.090
26 N 20.56 -12.66 9.94  C25 1.448, C27 1.445, C28 1.352
27 C 21.05 -11.33 9.67  N26 1.445, H33 1.089, H34 1.098, H35 1.089
28 C 21.08 -13.75 9.32  N26 1.352, O29 1.215, H36 1.102
29 O 21.84 -13.70 8.37  C28 1.215
30 H 19.93 -12.18 11.81  C25 1.093
31 H 19.50 -13.76 11.41  C25 1.092
32 H 18.55 -12.49 10.63  C25 1.090
33 H 20.29 -10.55 9.68  C27 1.089
34 H 21.80 -11.09 10.44  C27 1.098
35 H 21.61 -11.33 8.73  C27 1.089
36 H 20.67 -14.68 9.75  C28 1.102
37 C 13.41 -12.02 15.16  N38 1.438, H42 1.090, H43 1.091, H44 1.092
38 N 12.84 -11.98 16.48  C37 1.438, C39 1.461, C40 1.348
39 C 11.47 -12.47 16.58  N38 1.461, H45 1.094, H46 1.087, H47 1.092
40 C 13.37 -11.35 17.55  N38 1.348, O41 1.218, H48 1.100
41 O 14.48 -10.83 17.57  C40 1.218
42 H 13.42 -13.04 14.80  C37 1.090
43 H 14.45 -11.70 15.19  C37 1.091
44 H 12.94 -11.34 14.44  C37 1.092
45 H 11.32 -13.40 16.02  C39 1.094
46 H 11.23 -12.74 17.61  C39 1.087
47 H 10.77 -11.78 16.10  C39 1.092
48 H 12.72 -11.40 18.43  C40 1.100
49 C 17.50 -15.67 16.67  N50 1.438, H54 1.091, H55 1.090, H56 1.097
50 N 17.34 -14.85 15.50  C49 1.438, C51 1.476, C52 1.353
51 C 16.44 -13.69 15.68  N50 1.476, H57 1.093, H58 1.087, H59 1.086
52 C 18.25 -14.83 14.49  N50 1.353, O53 1.218, H60 1.099
53 O 18.15 -14.07 13.55  C52 1.218
54 H 16.58 -16.20 16.89  C49 1.091
55 H 17.96 -15.15 17.51  C49 1.090
56 H 18.23 -16.48 16.54  C49 1.097
57 H 15.46 -14.18 15.63  C51 1.093
58 H 16.53 -13.21 16.66  C51 1.087
59 H 16.59 -13.01 14.85  C51 1.086
60 H 19.01 -15.62 14.54  C52 1.099
61 C 22.79 -10.44 14.03  N62 1.443, H66 1.090, H67 1.094, H68 1.090
62 N 22.45 -11.82 13.75  C61 1.443, C63 1.461, C64 1.333
63 C 21.22 -12.29 14.38  N62 1.461, H69 1.085, H70 1.096, H71 1.087
64 C 23.05 -12.50 12.77  N62 1.333, O65 1.221, H72 1.101
65 O 22.66 -13.51 12.22  C64 1.221
66 H 22.83 -10.14 15.08  C61 1.090
67 H 22.06 -9.79 13.54  C61 1.094
68 H 23.74 -10.19 13.57  C61 1.090
69 H 20.34 -12.01 13.81  C63 1.085
70 H 21.30 -13.38 14.47  C63 1.096
71 H 21.27 -12.07 15.44  C63 1.087
72 H 23.99 -12.04 12.44  C64 1.101
73 C 21.15 -7.47 12.51  N74 1.453, H78 1.083, H79 1.095, H80 1.092
74 N 21.91 -7.22 13.71  C73 1.453, C75 1.455, C76 1.338
75 C 21.12 -7.22 14.93  N74 1.455, H81 1.088, H82 1.089, H83 1.095
76 C 23.23 -7.00 13.71  N74 1.338, O77 1.219, H84 1.101
77 O 23.91 -6.69 14.68  C76 1.219
78 H 21.66 -7.28 11.58  C73 1.083
79 H 20.28 -6.80 12.56  C73 1.095
80 H 20.75 -8.49 12.60  C73 1.092
81 H 21.82 -7.45 15.74  C75 1.088
82 H 20.50 -6.33 15.07  C75 1.089
83 H 20.44 -8.07 14.89  C75 1.095
84 H 23.65 -7.12 12.70  C76 1.101
85 C 10.80 -8.20 16.81  N86 1.451, H90 1.098, H91 1.088, H92 1.089
86 N 11.32 -8.48 15.49  C85 1.451, C87 1.447, C88 1.354
87 C 10.36 -8.92 14.50  N86 1.447, H93 1.085, H94 1.095, H95 1.091
88 C 12.64 -8.30 15.21  N86 1.354, O89 1.215, H96 1.095
89 O 13.05 -8.43 14.07  C88 1.215
90 H 10.70 -9.11 17.41  C85 1.098
91 H 9.81 -7.75 16.78  C85 1.088
92 H 11.52 -7.57 17.35  C85 1.089
93 H 10.81 -9.36 13.62  C87 1.085
94 H 9.76 -9.72 14.96  C87 1.095
95 H 9.67 -8.12 14.25  C87 1.091
96 H 13.22 -8.06 16.10  C88 1.095
97 C 16.06 -5.43 11.57  N98 1.449, H102 1.090, H103 1.097, H104 1.090
98 N 15.16 -4.98 12.60  C97 1.449, C99 1.446, C100 1.354
99 C 14.92 -3.55 12.60  N98 1.446, H105 1.087, H106 1.092, H107 1.097
100 C 14.75 -5.78 13.62  N98 1.354, O101 1.207, H108 1.100
101 O 14.26 -5.46 14.67  C100 1.207
102 H 16.19 -6.51 11.62  C97 1.090
103 H 17.07 -5.02 11.69  C97 1.097
104 H 15.76 -5.08 10.58  C97 1.090
105 H 14.62 -3.19 11.62  C99 1.087
106 H 14.19 -3.29 13.37  C99 1.092
107 H 15.79 -2.98 12.96  C99 1.097
108 H 14.92 -6.83 13.34  C100 1.100
109 C 16.38 -15.43 11.20  N110 1.442, H114 1.094, H115 1.097, H116 1.084
110 N 15.08 -14.84 10.99  C109 1.442, C111 1.435, C112 1.346
111 C 14.27 -15.36 9.93  N110 1.435, H117 1.100, H118 1.095, H119 1.084
112 C 14.65 -13.85 11.80  N110 1.346, O113 1.223, H120 1.101
113 O 13.54 -13.34 11.70  C112 1.223
114 H 17.17 -15.13 10.51  C109 1.094
115 H 16.29 -16.51 11.01  C109 1.097
116 H 16.75 -15.36 12.22  C109 1.084
117 H 14.87 -15.39 9.01  C111 1.100
118 H 13.99 -16.42 9.99  C111 1.095
119 H 13.38 -14.81 9.64  C111 1.084
120 H 15.41 -13.54 12.52  C112 1.101
121 C 18.35 -7.62 7.78  N122 1.455, H126 1.097, H127 1.082, H128 1.091
122 N 17.51 -7.70 6.59  C121 1.455, C123 1.436, C124 1.341
123 C 17.54 -8.96 5.89  N122 1.436, H129 1.097, H130 1.090, H131 1.097
124 C 16.84 -6.63 6.14  N122 1.341, O125 1.219, H132 1.102
125 O 16.83 -5.55 6.71  C124 1.219
126 H 17.92 -8.35 8.47  C121 1.097
127 H 18.34 -6.65 8.25  C121 1.082
128 H 19.37 -7.96 7.63  C121 1.091
129 H 17.15 -9.82 6.44  C123 1.097
130 H 16.98 -8.83 4.96  C123 1.090
131 H 18.51 -9.39 5.61  C123 1.097
132 H 16.23 -6.89 5.26  C124 1.102
133 C 18.52 -12.85 18.40  N134 1.440, H138 1.101, H139 1.087, H140 1.087
134 N 18.15 -11.46 18.42  C133 1.440, C135 1.439, C136 1.346
135 C 17.30 -10.98 19.47  N134 1.439, H141 1.088, H142 1.094, H143 1.092
136 C 18.72 -10.66 17.50  N134 1.346, O137 1.217, H144 1.101
137 O 19.63 -10.99 16.76  C136 1.217
138 H 19.18 -13.05 19.26  C133 1.101
139 H 19.14 -13.18 17.58  C133 1.087
140 H 17.70 -13.55 18.57  C133 1.087
141 H 17.28 -9.89 19.51  C135 1.088
142 H 16.26 -11.28 19.33  C135 1.094
143 H 17.58 -11.36 20.46  C135 1.092
144 H 18.36 -9.62 17.54  C136 1.101

Values from the calculation:
Energy above the lowest of the compared OMol25 structures with the same formula, charge and spin, kJ/mol: 824.8
SMILES: CN(C)C=O.CN(C)C=O.CN(C)C=O.CN(C)C=O.CN(C)C=O.CN(C)C=O.CN(C)C=O.CN(C)C=O.CN(C)C=O.CN(C)C=O.CN(C)C=O.CN(C)C=O
Gap between HOMO and LUMO, eV: 8.54
HOMO energy, eV: -8.34

[5]
C3H3NO2 | wB97M-V/def2-TZVPD

Last columns: bonded neighbours and bond lengths (Å).
Positions of all 9 atoms, in Å:
1 N -0.15 -2.69 1.26  C2 1.155
2 C 0.13 -1.74 0.66  N1 1.155, C3 1.467
3 C 0.52 -0.53 -0.08  C2 1.467, O4 1.428, H7 1.094, H8 1.093
4 O -0.68 0.14 -0.48  C3 1.428, C5 1.347
5 C -0.66 1.48 -0.34  O4 1.347, O6 1.200, H9 1.098
6 O 0.27 2.13 0.03  C5 1.200
7 H 1.09 -0.80 -0.97  C3 1.094
8 H 1.12 0.13 0.54  C3 1.093
9 H -1.65 1.88 -0.62  C5 1.098

Values from the calculation:
Energy above the lowest of the compared OMol25 structures with the same formula, charge and spin, kJ/mol: 120.7
SMILES: N#CCOC=O
Gap between HOMO and LUMO, eV: 12.20
HOMO energy, eV: -11.54

[6]
C3H5NO | wB97M-V/def2-TZVPD

Last columns: bonded neighbours and bond lengths (Å).
Positions of all 10 atoms, in Å:
1 C 1.66 0.29 0.99  O3 1.281, H8 1.075, H10 1.080
2 N -0.60 0.41 1.16  O3 1.327, H6 1.023
3 O 0.54 -0.25 1.31  C1 1.281, N2 1.327
4 C -1.66 -0.55 -1.81  C5 1.202, H7 1.052
5 C -0.63 0.00 -1.54  C4 1.202, H9 1.062
6 H -1.33 -0.26 1.41  N2 1.023
7 H -2.61 -0.99 -1.92  C4 1.052
8 H 2.51 -0.36 1.04  C1 1.075
9 H 0.37 0.36 -1.49  C5 1.062
10 H 1.74 1.36 0.85  C1 1.080

Values from the calculation:
Energy above the lowest of the compared OMol25 structures with the same formula, charge and spin, kJ/mol: 656.8
Gap between HOMO and LUMO (alpha / beta), eV: 9.20 / 8.48
HOMO energy (alpha / beta), eV: -8.84 / -8.19